No. 1
DFT (the ωB97M-V functional and the def2-TZVPD basis) results for an isolated molecule of C26H29NO7 at a distorted geometry.

Structure (XYZ):
```
63
Properties=species:S:1:pos:R:3
C -4.285 -5.288 1.342
O -3.991 -4.974 0.000
C -3.379 -3.803 -0.279
C -3.118 -3.562 -1.639
C -2.491 -2.406 -2.019
C -2.095 -1.450 -1.074
C -2.387 -1.676 0.280
C -3.019 -2.856 0.668
O -2.118 -0.794 1.263
C -1.638 0.489 0.902
C -2.747 1.476 0.599
C -2.453 2.830 0.677
C -3.399 3.805 0.377
C -4.647 3.370 0.001
C -4.948 2.010 -0.071
C -4.018 1.042 0.219
O -6.252 1.852 -0.457
C -6.759 3.157 -0.643
O -5.754 4.099 -0.340
C -0.675 0.425 -0.293
O 0.472 -0.360 0.014
C 1.434 0.275 0.756
O 1.322 1.413 1.136
N 2.437 -0.591 0.984
C 3.742 -0.298 1.559
C 3.615 0.623 2.769
C 4.738 0.231 0.503
C 4.249 1.483 -0.225
C 5.318 1.986 -1.191
C 5.670 0.908 -2.211
C 6.137 -0.359 -1.501
C 5.068 -0.851 -0.530
C -1.358 -0.266 -1.479
O -1.231 0.134 -2.614
H -4.759 -6.268 1.317
H -4.977 -4.562 1.780
H -3.377 -5.338 1.950
H -3.419 -4.307 -2.357
H -2.269 -2.206 -3.056
H -3.221 -2.986 1.719
H -1.077 0.835 1.779
H -1.463 3.135 0.980
H -3.168 4.855 0.437
H -4.277 -0.001 0.160
H -7.624 3.314 0.022
H -7.079 3.282 -1.690
H -0.360 1.440 -0.563
H 2.343 -1.474 0.505
H 4.126 -1.265 1.911
H 4.595 0.781 3.212
H 2.964 0.169 3.511
H 3.190 1.579 2.485
H 5.659 0.481 1.040
H 4.001 2.266 0.491
H 3.343 1.249 -0.787
H 4.957 2.879 -1.705
H 6.214 2.262 -0.630
H 4.788 0.680 -2.814
H 6.451 1.268 -2.882
H 6.358 -1.138 -2.233
H 7.057 -0.147 -0.950
H 5.418 -1.755 -0.024
H 4.167 -1.105 -1.093
```

Summary:
SMILES = COc1ccc2c(c1)O[C@H](c1ccc3c(c1)OCO3)[C@@H](OC(=O)N[C@H](C)C1CCCCC1)C2=O

=====

No. 2
DFT (the ωB97M-V functional and the def2-TZVPD basis) results for a cluster of 10 separate species, C30H59NO10S in total at a distorted geometry.

Structure (XYZ):
```
101
Properties=species:S:1:pos:R:3
O 28.519 -5.535 -15.719
S 29.074 -6.222 -16.868
O 28.351 -7.277 -17.553
C 29.657 -4.976 -18.051
C 31.118 -5.322 -18.287
C 31.660 -5.814 -16.928
C 30.715 -6.890 -16.481
H 29.609 -4.038 -17.498
H 29.043 -5.034 -18.944
H 31.131 -6.201 -18.942
H 31.726 -4.542 -18.734
H 31.698 -5.021 -16.177
H 32.693 -6.158 -17.001
H 30.707 -7.245 -15.453
H 30.792 -7.778 -17.111
C 34.100 -6.068 -12.348
C 34.871 -7.011 -13.234
C 34.163 -7.590 -14.444
O 36.026 -7.289 -13.020
H 33.389 -5.452 -12.901
H 34.844 -5.372 -11.950
H 33.614 -6.567 -11.511
H 33.862 -8.601 -14.164
H 34.785 -7.664 -15.336
H 33.280 -7.019 -14.736
C 29.352 -6.596 -12.961
C 29.769 -5.174 -12.704
C 28.838 -4.338 -11.871
O 30.773 -4.700 -13.185
H 30.154 -7.157 -13.433
H 28.442 -6.655 -13.557
H 29.113 -6.994 -11.969
H 28.278 -3.709 -12.574
H 29.409 -3.646 -11.254
H 28.074 -4.915 -11.357
C 33.148 -2.830 -15.227
C 32.065 -2.382 -16.169
C 30.734 -2.102 -15.515
O 32.246 -2.290 -17.356
H 33.160 -2.229 -14.320
H 34.105 -2.932 -15.736
H 32.962 -3.863 -14.907
H 30.010 -1.612 -16.164
H 30.854 -1.511 -14.609
H 30.292 -3.064 -15.232
C 26.017 -2.636 -10.451
C 25.191 -3.531 -9.533
C 23.813 -3.065 -9.121
O 25.531 -4.665 -9.309
H 26.617 -1.955 -9.843
H 25.353 -1.999 -11.031
H 26.620 -3.369 -10.976
H 23.229 -2.925 -10.033
H 23.812 -2.124 -8.570
H 23.331 -3.838 -8.527
C 31.838 -11.247 -12.507
C 30.969 -10.339 -13.340
C 29.489 -10.615 -13.407
O 31.425 -9.309 -13.774
H 32.383 -10.653 -11.776
H 32.610 -11.582 -13.210
H 31.279 -12.080 -12.095
H 29.273 -11.572 -13.892
H 29.007 -9.813 -13.963
H 29.020 -10.719 -12.427
C 30.492 -8.818 -7.134
C 31.349 -8.820 -8.401
C 30.663 -8.555 -9.716
O 32.543 -9.007 -8.364
H 29.783 -9.639 -7.233
H 29.980 -7.856 -7.125
H 31.158 -8.919 -6.285
H 30.264 -7.541 -9.777
H 29.827 -9.262 -9.752
H 31.383 -8.705 -10.515
C 28.333 -0.725 -12.941
C 28.871 -0.386 -11.568
C 29.906 0.726 -11.588
O 28.569 -0.921 -10.527
H 27.471 -1.391 -12.945
H 29.121 -1.277 -13.457
H 28.052 0.192 -13.456
H 30.449 0.846 -10.654
H 29.384 1.678 -11.717
H 30.558 0.493 -12.432
C 31.087 -2.801 -8.726
C 31.953 -3.796 -9.485
C 32.973 -3.143 -10.426
O 31.737 -4.979 -9.463
H 30.050 -3.140 -8.676
H 31.112 -1.819 -9.183
H 31.409 -2.821 -7.681
H 32.568 -2.196 -10.765
H 33.176 -3.827 -11.243
H 33.872 -2.977 -9.826
C 23.863 -3.906 -13.119
C 24.956 -4.844 -13.438
N 25.821 -5.547 -13.705
H 23.727 -3.764 -12.056
H 23.016 -4.448 -13.549
H 24.011 -2.975 -13.659
```

Summary:
SMILES = O=S1(=O)CCCC1.CC(C)=O.CC(C)=O.CC(C)=O.CC(C)=O.CC(C)=O.CC(C)=O.CC(C)=O.CC(C)=O.CC#N

=====

No. 3
DFT (the ωB97M-V functional and the def2-TZVPD basis) results for an isolated molecule of C4H5NO2.

Structure (XYZ):
```
12
Properties=species:S:1:pos:R:3
C 0.993 1.662 0.207
C 0.328 0.354 -0.100
C 0.101 -0.268 -1.279
O -0.671 -1.387 -1.033
C -0.857 -1.358 0.284
O -1.631 -2.341 0.739
N -0.294 -0.385 0.918
H 0.358 2.225 0.897
H 1.970 1.554 0.692
H 1.128 2.267 -0.695
H 0.350 -0.117 -2.317
H -1.775 -2.207 1.686
```

Summary:
SMILES = Cc1coc(O)n1

=====

No. 4
DFT (the ωB97M-V functional and the def2-TZVPD basis) results for a cluster of 3 separate species, C4H14NO3 in total at a distorted geometry.

Structure (XYZ):
```
22
Properties=species:S:1:pos:R:3
O -1.810 -1.416 0.919
C -0.698 -1.862 0.832
C 0.457 -0.883 0.459
N -0.114 0.388 -0.065
C 0.103 1.467 0.936
C 1.328 -1.588 -0.536
H -0.532 -2.944 0.885
H 0.974 -0.755 1.414
H 0.452 0.611 -0.927
H -1.095 0.364 -0.353
H 1.081 1.404 1.430
H -0.461 1.260 1.854
H -0.188 2.445 0.566
H 0.727 -1.748 -1.455
H 1.702 -2.584 -0.352
H 2.110 -0.975 -1.005
H -3.461 -0.111 -0.868
H -3.478 0.495 0.483
O -3.390 0.753 -0.442
H 1.898 2.319 -0.596
H 2.319 1.799 -2.029
O 2.075 1.562 -1.151
```

Summary:
Charge = +1

=====

No. 5
DFT (the ωB97M-V functional and the def2-TZVPD basis) results for an isolated molecule of C4H5BrO at a distorted geometry.

Structure (XYZ):
```
11
Properties=species:S:1:pos:R:3
C 0.046 1.165 -0.916
C -0.034 0.161 -0.048
C 1.131 -0.765 0.310
C -1.325 -0.275 0.654
O -1.366 -1.149 1.483
Br -2.993 0.711 0.438
H 1.012 1.398 -1.322
H -0.757 1.596 -1.423
H 1.100 -1.326 1.140
H 2.020 -0.105 0.253
H 1.165 -1.410 -0.570
```

Summary:
SMILES = C=C(C)C(=O)Br

=====

No. 6
DFT (the ωB97M-V functional and the def2-TZVPD basis) results for a cluster of 15 separate species, C4H36NO16 in total at a distorted geometry.

Structure (XYZ):
```
57
Properties=species:S:1:pos:R:3
C 2.315 1.915 -0.443
C 1.392 1.534 -1.546
N 0.205 0.878 -1.286
C -0.006 0.137 -0.030
C -1.510 -0.241 0.124
O -1.605 -1.353 0.943
O 1.599 1.849 -2.721
H 3.063 2.631 -0.850
H 2.889 1.045 -0.064
H 1.804 2.362 0.410
H -0.339 0.561 -2.057
H 0.566 -0.791 -0.015
H 0.332 0.776 0.783
H -2.005 0.623 0.631
H -1.961 -0.452 -0.818
H -2.052 3.449 -0.005
H -2.575 2.266 -0.745
O -2.862 2.903 -0.116
H -4.079 -0.560 2.428
H -2.579 -1.007 2.070
O -3.202 -0.549 2.757
H -0.779 -1.208 2.166
H -0.828 -1.082 3.717
O -0.189 -1.209 3.029
H 3.649 -1.648 0.356
H 2.285 -1.919 -0.280
O 2.909 -1.211 -0.040
H 1.070 -0.021 2.959
H 2.121 0.229 1.896
O 1.744 0.635 2.684
H 2.960 -1.270 -1.940
H 2.167 -2.446 -2.214
O 2.703 -1.803 -2.694
H 1.727 -0.901 -3.793
H 1.283 0.552 -3.856
O 1.099 -0.305 -4.263
H -0.712 2.474 2.652
H 0.748 2.004 2.565
O 0.168 2.807 2.438
H -0.020 3.500 -0.522
H -0.215 3.651 0.972
O -0.439 4.029 0.120
H -2.647 1.092 2.810
H -2.723 2.332 1.814
O -2.398 2.013 2.731
H 0.326 -2.932 2.234
H -0.664 -2.731 1.157
O 0.023 -3.413 1.467
H -0.365 -0.635 -3.661
H -1.943 -0.721 -3.986
O -1.270 -0.704 -3.284
H 0.434 -3.041 -1.327
H 1.008 -3.427 0.048
O 1.302 -3.205 -0.848
H -1.471 -2.552 -0.717
H -1.239 -2.051 -2.203
O -1.216 -2.855 -1.637
```

Summary:
Charge = -1

=====

Record order is preserved below.
Energy above the lowest of the compared OMol25 structures with the same formula, charge and spin: 0.00; 38.30; 44.69; 122.28; 0.00; 0.00 kJ/mol
Record order is preserved below.
HOMO level: -8.098; -9.122; -8.769; -14.435; -10.262; -6.814 eV